1.
9
Properties=species:S:1:pos:R:3 method="wB97M-V/def2-TZVPD" orbital_gap_ev=8.08 e_homo_ev=-3.97 total_charge=-1 spin_multiplicity=1 e_tot_ha=-842.4903 mol_weight_g_mol=130.09
C 0.7994 0.5966 -0.0748
N -0.3863 0.9392 0.9941
O -1.6419 0.9830 -1.1713
O -2.0714 -0.9746 0.1903
F 1.9168 1.2816 0.3584
F 1.0105 -0.7852 -0.0697
S -1.9874 0.5194 0.1914
H 0.3170 1.1110 -0.9487
H -0.4778 0.1464 1.6188

2.
13
Properties=species:S:1:pos:R:3 method="wB97M-V/def2-TZVPD" orbital_gap_ev=8.88 e_homo_ev=-9.18 spin_multiplicity=1 e_tot_ha=-286.4654 mol_weight_g_mol=85.11
C -1.6796 0.3812 0.0132
N -0.2659 0.1098 -0.0208
C 0.3482 -1.1758 0.0663
C 1.9965 0.3359 0.2521
C 0.7338 1.0442 -0.0283
O 0.6449 2.2515 -0.1703
H -2.1290 0.0090 0.9430
H -1.7966 1.4670 -0.0318
H -2.2004 -0.0688 -0.8397
H 0.5173 -1.6831 -0.8890
H -0.1370 -1.8453 0.7862
H 1.3928 -0.9709 0.5841
H 2.5749 0.1452 -0.6650

3.
79
Properties=species:S:1:pos:R:3 method="wB97M-V/def2-TZVPD" orbital_gap_ev="3.89 / 6.63" s2=0.79 e_homo_ev="-4.93 / -7.65" spin_multiplicity=2 e_tot_ha=-2619.7939 mol_weight_g_mol=795.42
Hg 11.4937 1.7692 18.5935
C 11.5997 -2.8167 18.7923
C 12.7138 -2.0357 19.4179
C 12.7235 -1.8079 20.8021
C 11.7517 -2.4339 21.7278
C 13.6274 -0.8817 21.3210
C 13.7066 -0.6192 22.8037
C 14.5045 -0.1823 20.4582
C 15.1561 1.0840 20.9091
C 14.6884 -0.6091 19.1181
C 15.8331 -0.0939 18.2420
C 13.7435 -1.5038 18.5657
C 13.8720 -1.8823 17.1253
H 10.6612 -2.6675 19.3195
H 11.7533 -3.8906 18.6880
H 11.4246 -2.4602 17.7699
H 11.3444 -1.6826 22.4368
H 12.1561 -3.2647 22.2894
H 10.9036 -2.8906 21.2282
H 12.8748 -0.0179 23.1669
H 14.6223 -0.0859 23.0076
H 13.7369 -1.5430 23.4052
H 14.5547 1.5517 21.7178
H 15.3004 1.8365 20.1257
H 16.1636 0.8270 21.3449
H 16.6545 0.4217 18.7711
H 15.4486 0.6340 17.4733
H 16.3218 -0.8950 17.6696
H 13.8720 -0.9840 16.4507
H 13.1691 -2.6406 16.7783
H 14.8858 -2.3159 16.9675
S 6.3879 -0.6810 20.8001
C 4.6932 -0.8410 20.9411
C 4.0042 -0.6584 19.7611
C 4.8972 -0.3993 18.7229
C 6.2198 -0.4049 19.0921
C 7.2905 -0.1091 18.1068
C 8.5349 0.4354 18.5574
N 9.5490 0.7265 17.7300
C 9.4441 0.6372 16.3859
C 8.1893 0.1586 15.8709
C 8.1333 0.1037 14.4280
C 9.1542 0.5520 13.6173
C 10.4025 0.9721 14.1222
C 11.5408 1.2720 13.3613
C 12.7081 1.7013 13.9901
C 12.7447 1.7522 15.4522
N 11.6991 1.3763 16.1701
C 10.5345 1.0105 15.5890
C 13.8762 2.1009 13.2034
C 15.1094 2.5101 13.6740
C 15.9163 2.9843 12.6208
C 15.3193 2.9048 11.3975
S 13.7124 2.3027 11.4966
C 7.1642 -0.2674 16.7382
H 4.2016 -1.0866 21.8753
H 2.9494 -0.7057 19.6410
H 4.6025 -0.1969 17.7121
H 8.6997 0.7023 19.6091
H 7.2503 -0.2362 13.9438
H 8.9251 0.4950 12.5368
H 11.5755 1.1216 12.2882
H 13.6002 2.1132 16.0169
H 15.4142 2.4928 14.7033
H 16.9440 3.3979 12.7710
H 15.7522 3.1970 10.4221
H 6.2140 -0.6666 16.3072
N 9.5557 2.6622 21.6662
C 9.4884 4.1260 21.5341
C 10.8141 4.9396 21.3538
C 11.6915 4.4800 20.0992
O 12.0950 5.2622 19.2698
O 11.8392 3.1743 20.1673
H 8.8934 2.3725 22.3843
H 10.4945 2.3785 21.9421
H 8.9326 4.5228 22.3720
H 8.9169 4.3408 20.6116
H 11.4999 4.7982 22.1974
H 10.5983 6.0028 21.2018

4.
9
Properties=species:S:1:pos:R:3 method="wB97M-V/def2-TZVPD" orbital_gap_ev="9.96 / 6.55" s2=2.01 e_homo_ev="-10.36 / -11.21" spin_multiplicity=3 e_tot_ha=-1368.6102 mol_weight_g_mol=174.93
C -0.3453 -0.3290 0.2157
N 0.0262 -0.7652 -1.1829
N 0.6928 0.3486 0.9596
O -0.5088 -1.7505 -1.5559
O 0.8677 -0.1045 -1.6604
O 1.7961 0.3235 0.4564
O 0.4360 0.7701 2.0221
Cl -1.2756 2.4254 -0.1744
Cl -1.6890 -0.9184 0.9199

5.
45
Properties=species:S:1:pos:R:3 method="wB97M-V/def2-TZVPD" orbital_gap_ev=8.25 e_homo_ev=-8.73 spin_multiplicity=1 e_tot_ha=-3395.5212 smiles="O=C(Nc1cc(S(=O)(=O)Nc2ccccc2Cl)ccc1O)c1sc2cc(Cl)ccc2c1Cl" mol_weight_g_mol=527.84
O 0.4420 -1.2219 0.0976
C 0.7776 -0.0635 0.2310
N 0.2241 0.8042 1.1282
C -0.8684 0.5716 1.9563
C -1.4366 -0.6783 2.1560
C -2.5763 -0.7858 2.9294
S -3.3935 -2.3627 2.9690
O -2.4260 -3.4207 2.9208
O -4.3862 -2.4015 3.9990
N -4.2539 -2.3100 1.4970
C -3.4282 -2.2400 0.3511
C -2.7888 -3.3565 -0.1754
C -1.9465 -3.2362 -1.2652
C -1.7338 -1.9985 -1.8476
C -2.3697 -0.8779 -1.3450
C -3.2093 -1.0022 -0.2517
Cl -4.0113 0.3923 0.3663
C -3.1479 0.3010 3.5539
C -2.5553 1.5446 3.4028
C -1.4358 1.6903 2.5985
O -0.8402 2.8974 2.3869
C 1.8433 0.5335 -0.5954
S 2.4528 2.1539 -0.3269
C 3.5748 2.0028 -1.6422
C 4.4792 2.9609 -2.0748
C 5.2886 2.6384 -3.1472
Cl 6.4270 3.7982 -3.7198
C 5.2085 1.3945 -3.7822
C 4.3087 0.4514 -3.3460
C 3.4757 0.7449 -2.2641
C 2.4805 -0.0719 -1.6452
Cl 2.1373 -1.6449 -2.1970
H 0.5395 1.7666 1.1351
H -1.0109 -1.5567 1.7021
H -4.8689 -3.1138 1.4920
H -2.9447 -4.3133 0.2993
H -1.4465 -4.1100 -1.6532
H -1.0714 -1.9016 -2.6934
H -2.2196 0.0931 -1.7905
H -4.0405 0.1617 4.1407
H -2.9788 2.4124 3.8888
H -1.3207 3.5861 2.8618
H 4.5470 3.9216 -1.5911
H 5.8604 1.1864 -4.6153
H 4.2334 -0.5128 -3.8228

6.
12
Properties=species:S:1:pos:R:3 method="wB97M-V/def2-TZVPD" orbital_gap_ev=11.20 e_homo_ev=-10.60 spin_multiplicity=1 e_tot_ha=-397.7952 smiles="CC(=O)O.N=C=O" mol_weight_g_mol=103.08
C 0.8030 0.0634 -1.2426
C 0.5856 0.6098 0.2060
O 1.3078 0.3144 1.1320
O -0.1186 1.7579 0.1701
H 1.7531 -0.4584 -1.3397
H 0.8064 0.9422 -1.8813
H 0.0328 -0.5814 -1.6326
H -0.0638 2.2115 1.0323
N -1.2315 -0.6580 1.3614
C -1.4131 -1.4360 0.4496
O -1.8943 -2.0970 -0.3688
H -0.5675 -0.6683 2.1136

7.
205
Properties=species:S:1:pos:R:3 method="wB97M-V/def2-TZVPD" orbital_gap_ev=8.83 e_homo_ev=-8.58 spin_multiplicity=1 e_tot_ha=-3637.2710 mol_weight_g_mol=1088.61
O -19.0569 -5.2415 17.2240
H -19.8572 -5.6392 17.5671
H -18.5078 -5.1033 17.9958
O -22.2096 -11.4961 18.7361
H -21.7512 -11.4780 19.5761
H -22.3250 -12.4270 18.5456
O -18.7008 -11.2155 14.2257
H -17.7576 -11.0988 14.1110
H -19.0729 -10.3519 14.0470
O -24.9484 -8.9077 20.0961
H -25.1642 -9.6401 19.5189
H -24.0509 -8.6728 19.8605
O -20.0464 -12.6119 20.3893
H -19.2379 -12.4976 19.8898
H -19.9834 -11.9714 21.0978
O -20.9840 -6.4748 18.7111
H -21.2705 -7.3770 18.5684
H -21.5971 -6.1280 19.3592
C -13.1683 -12.3659 12.0446
C -14.6235 -11.8466 12.1947
C -14.7292 -10.9297 13.4313
O -16.0580 -10.6390 13.7536
C -16.1328 -9.5919 14.7560
N -15.1003 -11.2086 10.9247
H -13.1994 -12.9415 11.1194
H -12.7554 -12.8383 12.9359
H -12.5863 -11.5006 11.7274
H -15.3533 -12.5832 12.5306
H -14.1839 -10.0034 13.2504
H -14.1964 -11.4778 14.2083
H -15.6893 -9.9807 15.6726
H -17.1841 -9.3775 14.9484
H -15.5921 -8.7016 14.4350
H -15.8633 -10.6486 11.2775
H -15.6631 -11.8812 10.4238
C -26.3921 -9.7179 11.6110
C -27.8718 -9.5413 11.0865
C -28.8768 -9.3008 12.2280
O -29.1860 -10.5779 12.8735
C -29.7234 -10.5966 14.1763
N -27.8698 -8.4500 10.1804
H -26.0399 -8.8662 12.1930
H -25.5835 -9.9760 10.9271
H -26.3127 -10.5816 12.2712
H -28.1742 -10.4359 10.5422
H -29.7800 -8.8247 11.8465
H -28.5915 -8.5595 12.9744
H -30.7855 -10.3515 14.1868
H -29.2263 -9.9369 14.8876
H -29.5898 -11.5947 14.5933
H -28.8009 -8.3589 9.7999
H -27.3447 -8.6502 9.3412
C -25.4152 -14.2399 14.8248
C -26.1661 -14.7624 13.5677
C -27.1140 -13.8192 12.8420
O -27.9324 -14.5727 11.9627
C -29.1173 -13.9998 11.5176
N -25.1956 -15.3897 12.6125
H -26.0787 -14.1820 15.6876
H -25.1326 -13.2305 14.5257
H -24.6139 -14.9210 15.1115
H -26.7484 -15.5244 14.0857
H -26.5382 -13.0460 12.3334
H -27.7859 -13.2708 13.5023
H -28.9539 -13.0197 11.0694
H -29.6705 -13.9498 12.4554
H -29.6485 -14.6179 10.7937
H -24.5287 -14.6901 12.3193
H -25.6569 -15.6661 11.7575
C -25.5892 -15.9914 18.0641
C -24.3902 -15.8054 19.0382
C -23.1333 -15.2127 18.4054
O -23.2884 -13.9674 17.7258
C -22.3729 -13.7529 16.6697
N -24.8104 -14.9218 20.0983
H -25.2101 -16.5851 17.2323
H -25.7826 -14.9879 17.6853
H -26.4799 -16.4919 18.4440
H -24.0023 -16.7459 19.4295
H -22.7919 -15.9979 17.7309
H -22.3310 -15.0605 19.1275
H -22.7702 -12.8197 16.2705
H -22.5386 -14.5848 15.9852
H -21.3151 -13.6779 16.9219
H -24.0169 -14.8107 20.7131
H -24.7234 -14.0857 19.5385
C -24.4380 -6.6635 16.9595
C -25.5946 -5.9470 17.6387
C -27.0059 -6.6724 17.4744
O -28.0359 -5.8212 17.9798
C -29.2305 -6.5643 18.2084
N -25.2617 -5.8785 19.0514
H -24.3809 -7.6951 17.3067
H -23.5102 -6.1587 17.2289
H -24.6280 -6.6159 15.8872
H -25.7006 -4.9650 17.1775
H -27.0858 -7.6654 17.9168
H -27.1835 -6.8437 16.4127
H -29.4169 -7.3355 17.4610
H -30.0598 -5.8572 18.2247
H -29.2115 -7.0415 19.1882
H -25.4272 -6.8200 19.3773
H -25.8194 -5.2537 19.6160
C -14.9199 -12.8846 16.6732
C -15.8286 -13.0093 17.8055
C -16.8396 -11.8396 17.9396
O -17.6111 -11.9038 19.1541
C -16.8483 -11.5310 20.3628
N -16.5452 -14.2450 17.5640
H -15.4090 -12.7360 15.7105
H -14.3622 -13.8152 16.5679
H -14.1630 -12.1003 16.6843
H -15.2543 -12.9817 18.7315
H -17.5954 -11.9126 17.1576
H -16.3306 -10.8924 17.7609
H -16.3458 -10.5650 20.3134
H -16.1447 -12.3185 20.6327
H -17.5332 -11.4336 21.2051
H -17.4461 -14.3166 18.0149
H -16.0672 -15.0373 17.9687
C -20.5602 -13.6844 13.6591
C -21.5180 -14.7995 13.0621
C -22.0936 -14.4271 11.5973
O -23.2334 -13.5981 11.6842
C -23.5475 -12.9546 10.4662
N -20.7642 -15.9784 12.9659
H -20.0952 -13.9370 14.6119
H -21.1312 -12.7659 13.7951
H -19.7920 -13.4510 12.9219
H -22.3474 -15.0579 13.7205
H -22.5602 -15.3206 11.1824
H -21.3829 -13.9421 10.9282
H -23.9359 -13.6427 9.7153
H -22.7026 -12.3955 10.0642
H -24.4380 -12.3274 10.5079
H -19.9444 -15.6004 12.5128
H -20.3827 -16.3723 13.8141
C -18.1894 -9.3450 9.5956
C -18.3766 -9.7856 11.0599
C -19.4404 -8.8755 11.8706
O -19.0558 -8.5645 13.1753
C -19.7286 -7.4037 13.6927
N -18.7033 -11.2478 11.1496
H -19.0497 -9.5406 8.9556
H -17.3437 -9.9197 9.2181
H -17.9378 -8.2847 9.5695
H -17.4280 -9.5488 11.5416
H -20.4099 -9.3580 11.9947
H -19.5666 -7.9648 11.2851
H -20.8013 -7.4923 13.8645
H -19.4174 -6.5327 13.1160
H -19.3261 -7.2503 14.6939
H -18.7439 -11.5169 12.1222
H -19.5747 -11.3606 10.6517
C -19.6836 -9.5355 17.6496
C -20.9333 -9.0144 16.9748
C -21.5021 -9.9897 15.8853
O -22.8711 -9.6852 15.4391
C -23.2739 -10.5036 14.3825
N -21.8983 -8.9482 18.0574
H -18.9231 -9.9208 16.9705
H -19.8712 -10.2192 18.4776
H -19.1839 -8.6950 18.1313
H -20.7915 -8.0430 16.5011
H -21.5123 -10.9817 16.3369
H -20.7653 -10.1393 15.0961
H -23.3698 -11.5756 14.5551
H -22.6019 -10.2939 13.5502
H -24.2769 -10.1776 14.1074
H -21.9978 -9.8886 18.4121
H -22.7808 -8.7162 17.6244
C -17.5741 -8.1957 22.4509
C -17.5872 -6.9067 21.7033
C -17.7141 -7.1607 20.1697
O -16.5172 -7.8065 19.7951
C -16.3782 -8.2157 18.4531
N -18.7207 -6.1229 22.1613
H -16.7032 -8.7928 22.1805
H -18.5221 -8.7035 22.2731
H -17.5002 -8.0089 23.5222
H -16.7184 -6.2731 21.8818
H -17.6933 -6.1789 19.6967
H -18.5987 -7.7501 19.9285
H -17.0494 -9.0058 18.1162
H -15.3962 -8.6694 18.3185
H -16.6021 -7.3660 17.8081
H -18.5035 -5.7834 23.0874
H -18.8584 -5.2934 21.6017
C -26.0093 -11.8270 18.7477
C -25.5459 -11.4047 17.3945
C -26.8335 -10.9148 16.5471
O -27.8591 -11.9349 16.4716
C -28.9918 -11.6894 17.3816
N -24.4760 -10.3676 17.6080
H -26.6786 -11.1156 19.2315
H -25.1833 -11.8980 19.4552
H -26.5236 -12.7835 18.6544
H -25.0568 -12.2509 16.9120
H -26.4291 -10.7054 15.5568
H -27.2511 -9.9569 16.8572
H -28.6582 -12.0331 18.3607
H -29.8952 -12.1079 16.9379
H -29.2138 -10.6278 17.4910
H -23.7444 -10.7627 18.1814
H -24.1235 -10.2321 16.6713

8.
19
Properties=species:S:1:pos:R:3 method="wB97M-V/def2-TZVPD" orbital_gap_ev=9.75 e_homo_ev=-8.85 spin_multiplicity=1 e_tot_ha=-423.0026 mol_weight_g_mol=126.15
C 2.6489 0.1375 -0.1485
C 1.1506 -0.0203 0.0197
C 0.0779 1.1096 -0.3274
C -1.1082 -0.0516 -0.3077
C -2.4381 0.3143 -0.1461
C -0.5623 -0.7200 0.9410
C -0.5522 -1.3653 -0.2749
H 3.2967 -0.1978 -1.0719
H 3.2873 1.1019 0.2286
H 3.0984 -0.5531 0.5793
H 0.2737 1.5331 -1.2122
H 0.1558 1.9276 0.5160
H -2.7755 1.1447 -1.1617
H -3.1332 -0.5276 -0.0019
H -2.5507 1.0566 0.7105
H -1.2833 -1.2570 1.7629
H -0.9754 -2.3000 -0.6863
O 0.6308 -0.1588 1.3756
O 0.7589 -1.1737 -0.7952